1.
4 unconnected molecules or ions with the total composition C18H41N3O5P, computed with ωB97M-V with the def2-TZVPD basis set.

Geometry (Å):
1 C 0.127 3.564 -4.026
2 C 0.538 -6.640 2.840
3 C 3.901 -5.523 1.919
4 C 2.407 7.229 0.027
5 H -4.252 -0.746 -0.316
6 H 0.487 -0.853 -0.368
7 H -0.981 4.393 -0.586
8 H 1.567 -6.468 0.948
9 P -1.783 0.628 1.019
10 H 3.356 7.397 -0.481
11 O -0.927 2.056 -2.382
12 H -0.383 -1.225 -1.815
13 H -4.130 -3.366 0.547
14 C 2.454 5.911 0.780
15 H 3.157 -3.684 2.744
16 H -0.672 5.405 1.647
17 H 0.192 -3.372 0.091
18 H 4.091 -5.126 0.921
19 H -3.291 0.748 -4.424
20 H -0.680 3.543 -4.759
21 C 0.956 -5.849 1.614
22 H 2.639 5.083 0.084
23 N -3.796 -1.617 -0.074
24 C -2.180 1.961 -3.038
25 H -0.032 4.421 -3.371
26 H -1.603 0.944 -4.876
27 N -1.672 -0.678 -0.266
28 H -1.415 -0.699 2.772
29 C 0.076 5.581 0.873
30 H -2.435 2.909 -3.523
31 H 2.641 -5.113 3.624
32 H -0.043 -7.512 2.538
33 H -2.903 1.818 -2.232
34 H 3.628 -6.574 1.820
35 O -4.670 -2.613 0.250
36 C 0.020 4.466 -0.158
37 H 0.719 4.623 -0.980
38 H 0.066 -5.562 1.048
39 H -2.028 -0.133 -3.545
40 H 1.620 7.244 -0.729
41 H 1.049 2.323 -2.535
42 O 1.305 5.651 1.571
43 C -0.415 -1.332 -0.729
44 C -2.505 -1.709 -0.011
45 H 0.366 1.423 -3.881
46 N -1.893 -2.931 0.290
47 H 1.391 -6.998 3.418
48 C -0.019 0.944 1.297
49 C -1.833 -3.232 1.622
50 H -0.752 -3.339 -1.407
51 O 1.604 -4.618 1.896
52 C -1.802 -3.540 2.780
53 H 2.230 8.055 0.716
54 C -0.600 -2.851 -0.446
55 H 0.464 0.135 1.855
56 H 3.281 5.919 1.489
57 H 0.010 1.855 1.901
58 H -0.074 -6.022 3.499
59 O -2.157 -0.256 2.335
60 H 0.266 3.512 0.309
61 C 2.826 -4.715 2.621
62 C -2.277 0.815 -4.029
63 H -1.687 -3.822 3.798
64 H 0.534 1.109 0.373
65 H 1.060 3.710 -4.571
66 H -0.169 6.543 0.410
67 H 4.827 -5.477 2.492
68 C 0.201 2.281 -3.219

Forces on atoms 1 to 2 (eV/Å):
-0.08 0.01 0.03
0.06 0.11 0.07

Total energy in hartree: -1591.8553
Total charge: +1


2.
8 unconnected molecules or ions with the total composition C52H74BCl2NO18S4 in a non-equilibrium geometry, computed with ωB97M-V with the def2-TZVPD basis set.

Geometry (Å):
1 C 7.402 0.454 2.213
2 H -4.680 -4.107 7.723
3 C 3.498 0.181 2.960
4 H 0.769 1.177 -13.412
5 H -2.358 2.179 0.042
6 O 3.803 3.536 -4.619
7 H 2.033 -1.899 -4.254
8 C 1.176 2.042 0.617
9 O 0.612 -2.407 8.816
10 C -8.132 0.307 4.158
11 H 6.554 0.554 -0.812
12 S -4.556 -2.248 9.324
13 C -2.670 -3.421 5.708
14 H -1.791 2.320 -9.112
15 C 2.259 2.325 3.318
16 C -0.808 3.048 -14.866
17 C -5.523 -2.409 1.701
18 H 2.819 -4.150 8.585
19 H -2.405 -0.589 -9.751
20 H 2.426 -2.116 4.969
21 H -2.916 -4.494 5.956
22 H 4.566 -0.619 4.782
23 H 4.096 -2.023 6.645
24 H 4.870 5.836 -5.592
25 C 8.367 1.525 1.768
26 C -3.908 -3.325 7.986
27 C 4.955 4.945 -6.211
28 H -9.428 1.828 6.183
29 H 2.501 3.867 0.297
30 O -2.395 3.478 -13.095
31 H 1.632 3.182 2.983
32 H -1.447 3.470 -15.639
33 H 1.954 -4.482 4.649
34 H -4.548 -2.204 6.121
35 C -0.221 1.634 0.541
36 H 4.116 -2.938 8.845
37 H -0.921 -3.553 7.024
38 H 3.701 5.956 -7.633
39 C -0.290 1.674 -15.251
40 H -6.954 2.021 4.624
41 H 3.124 3.955 -8.774
42 C 7.345 0.448 -0.069
43 H 0.011 -3.630 1.301
44 C -1.792 0.971 -7.442
45 O -5.480 -3.851 4.819
46 H -2.996 -3.870 8.348
47 S 1.195 -1.469 0.624
48 O 7.201 0.112 3.344
49 O -0.543 0.290 -7.648
50 C -3.620 -2.516 6.669
51 O -5.094 -3.108 10.386
52 H 2.477 -2.550 2.444
53 H -3.339 1.499 -8.895
54 C 0.535 -3.571 2.305
55 C -5.756 -3.440 3.725
56 H -1.030 1.165 -15.874
57 C -1.303 2.545 0.115
58 C -7.135 -3.394 3.118
59 C -6.831 -3.169 1.648
60 N 2.317 1.229 0.982
61 H -7.685 -2.557 3.552
62 H -9.496 0.247 6.987
63 H -1.036 -1.923 6.128
64 C 3.921 3.858 -8.037
65 C 2.076 -2.609 5.927
66 C 1.470 3.453 0.262
67 H -6.071 0.467 4.770
68 C 2.668 2.323 4.726
69 S 1.964 -1.908 9.115
70 H 3.005 -0.104 -6.059
71 C 1.551 1.247 -5.125
72 H -1.635 1.833 -6.794
73 O -4.848 -2.902 2.871
74 H -4.907 -2.590 0.820
75 H -1.848 4.568 -0.605
76 C 1.411 -2.230 2.288
77 C -1.000 3.932 -0.264
78 H 9.383 1.126 1.808
79 C 0.397 4.367 -0.161
80 C 3.524 1.257 5.298
81 C -7.498 0.833 6.366
82 H -7.143 1.621 7.029
83 H 0.625 5.425 -0.453
84 C -1.595 2.752 -13.613
85 H -2.982 -3.149 4.664
86 H 1.344 -1.894 6.382
87 O 1.119 -0.262 -3.368
88 C 0.765 0.953 -3.872
89 H -5.672 -1.333 1.814
90 H 5.972 4.549 -6.177
91 O 0.412 -0.847 -9.349
92 H -0.517 0.597 0.811
93 O -8.077 -0.055 3.012
94 H 0.912 1.667 -5.900
95 C 1.358 -3.960 5.445
96 C 2.064 -0.126 -5.508
97 C -2.258 1.375 -8.825
98 H 8.715 2.136 -0.313
99 C -0.601 -3.556 3.395
100 H 2.366 1.934 -4.883
101 H 8.110 -0.229 -0.459
102 S 3.609 -0.367 -0.679
103 O 2.099 -1.873 10.575
104 C 3.908 0.183 4.370
105 H 4.685 3.181 -8.429
106 C 2.171 -0.822 -4.169
107 C 3.995 3.874 -5.754
108 C 2.359 -0.084 0.364
109 Cl 2.193 0.015 8.361
110 C 4.493 5.202 -7.635
111 H -7.161 -0.125 6.772
112 H 3.889 -0.677 2.352
113 C -9.004 0.821 6.203
114 C 3.371 -2.867 6.788
115 O 3.391 3.297 -6.827
116 H -2.991 -1.627 6.949
117 H 0.004 3.736 -14.621
118 H 7.127 2.545 0.342
119 H -7.616 -2.635 1.113
120 C -1.173 -3.042 6.047
121 C 7.917 1.789 0.343
122 H 3.868 1.247 6.357
123 H 1.093 -1.515 3.088
124 C -0.184 0.980 -13.908
125 O -5.648 -1.385 8.849
126 H -1.250 -4.484 3.295
127 H 0.652 1.696 -15.799
128 O -9.241 0.200 4.929
129 H 3.128 -0.626 -3.675
130 H 1.322 -0.633 -6.130
131 C -1.713 0.254 -9.692
132 C 2.655 1.250 2.373
133 H -6.681 -4.133 1.153
134 H -0.322 -0.098 -13.993
135 H 3.875 -3.788 6.378
136 O -1.239 1.539 -13.111
137 H 1.215 -4.459 2.356
138 H -1.452 0.607 -10.688
139 C -7.020 0.975 4.931
140 Cl -3.072 -1.077 10.157
141 B -0.100 -3.527 4.922
142 H -7.667 -4.329 3.281
143 C 3.119 -3.093 8.332
144 H 8.280 2.414 2.390
145 O -0.036 1.681 -3.352
146 O 6.803 -0.118 1.135
147 H -1.301 -2.675 3.263
148 H -2.486 0.283 -6.953
149 H 1.258 -4.700 6.298
150 C -0.484 -0.170 -8.926
151 H 2.366 3.123 5.450
152 H 5.285 5.549 -8.299

Forces on atoms 1 to 2 (eV/Å):
0.18 -0.20 0.63
0.37 1.05 0.94

Total energy in hartree: -5972.7828
SMILES: O=S(=O)(Cl)CCCCB(CCCCS(=O)(=O)Cl)CCCSC(=S)N(c1ccccc1)c1ccccc1.O=C1CCCO1.O=C1CCCO1.O=C1CCCO1.O=C1CCCO1.O=C1CCCO1.O=C1CCCO1.O=C1CCCO1


3.
A single C4H7NO2 molecule in a non-equilibrium geometry, computed with ωB97M-V with the def2-TZVPD basis set.

Geometry (Å):
1 H 1.422 -1.555 -0.900
2 H 0.164 -1.511 1.348
3 C -1.302 -0.283 0.381
4 H -0.487 1.989 -1.853
5 H 0.915 1.163 1.009
6 H 2.124 -0.414 -0.014
7 C 0.154 -0.591 0.756
8 O -1.388 0.836 -0.505
9 O 0.603 0.462 1.601
10 C -0.309 1.076 -1.279
11 C 1.123 -0.613 -0.434
12 H -1.832 0.027 1.289
13 H -1.837 -1.130 -0.067
14 N 0.795 0.456 -1.373

Forces on atoms 1 to 2 (eV/Å):
-1.21 -0.22 -0.41
0.11 0.10 -0.08

Total energy in hartree: -361.8150
SMILES: O[C@@H]1CN=COC1


Q: The highest total energy belongs to which entry?
A: C4H7NO2


Q: total energy of number 2 (C52H74BCl2NO18S4)?
A: -5972.7828 hartree


Q: total energy of number 3 (C4H7NO2)?
A: -361.8150 hartree